Entry 1:
# H14O7

7 unconnected molecules or ions with the total composition H14O7 (wB97M-V/def2-TZVPD, the OMol25 dataset).

Output
E_LUMO, hartree: -0.00307
HOMO, eV: -10.68
Frontier orbital gap, eV: 10.60
SMILES: O.O.O.O.O.O.O
Net charge: 0
Energy relative to the best compared isomer or geometry (same formula, charge and spin), eV: 2.989

```
21
Properties=species:S:1:pos:R:3:mulliken_charge:R:1
O -2.043 1.530 1.472 -0.647
H 0.105 -0.735 -2.548 0.355
O 2.186 -0.562 2.901 -0.636
O -2.800 0.042 -0.850 -0.676
H 2.025 0.870 0.277 0.416
H -2.132 -0.614 -0.687 0.300
H -2.125 1.255 2.289 0.275
H 2.788 0.094 2.873 0.292
H -0.183 0.697 0.987 0.321
H 1.882 -0.810 1.897 0.333
O -0.567 -1.950 -1.078 -0.675
H 0.373 -2.058 -1.231 0.351
H -1.064 -2.649 -1.507 0.243
O 0.167 -0.158 -3.367 -0.634
H 0.128 -0.847 0.347 0.399
H 3.207 1.061 -0.788 0.304
O 2.863 1.362 0.059 -0.655
O 0.464 -0.051 0.774 -0.681
H -2.786 0.725 -0.012 0.411
H -0.570 0.320 -3.312 0.284
H -1.917 2.478 1.504 0.320
```


Entry 2:
# C46H47Cl2N9

10 unconnected molecules or ions with the total composition C46H47Cl2N9 (wB97M-V/def2-TZVPD, the OMol25 dataset).

Output
E_LUMO, hartree: 0.01444
HOMO, eV: -9.38
Frontier orbital gap, eV: 9.77
SMILES: c1ccncc1.c1ccncc1.c1ccncc1.c1ccncc1.c1ccncc1.c1ccncc1.c1ccncc1.c1ccncc1.c1ccncc1.ClCCl
Net charge: 0
Energy relative to the best compared isomer or geometry (same formula, charge and spin), eV: 0.754

```
104
Properties=species:S:1:pos:R:3:mulliken_charge:R:1
H -6.702 0.480 -2.498 0.401
H 6.761 0.991 -0.994 0.368
H -3.958 0.461 -6.092 0.396
C 4.894 -4.937 -0.400 -0.515
C -4.803 1.276 -2.127 -0.329
C 2.697 -4.083 -0.672 0.142
H -7.807 1.942 -0.768 0.392
C 1.385 3.604 2.037 0.379
C 1.763 -1.480 -4.098 -0.620
C 4.327 -1.138 1.002 -0.184
N -4.256 -1.059 2.781 -0.490
H 0.913 -1.310 3.764 0.419
C -4.166 -1.410 0.402 -0.174
C 1.766 -3.320 4.006 -0.332
H -1.470 -4.581 2.442 0.410
H -6.346 3.514 0.556 0.378
H 4.430 1.917 -0.495 0.368
C 1.598 4.407 3.148 -0.449
H 0.918 4.455 3.983 0.339
C -3.569 2.575 -5.747 -0.349
C -0.595 0.050 0.355 0.648
H 2.124 2.972 0.118 0.503
H 1.471 -1.455 -6.293 0.389
C -2.207 3.089 1.975 -0.034
C -4.086 2.253 -1.428 -0.058
H -1.067 -2.170 2.593 0.320
C -4.068 -3.276 1.866 -0.314
C 4.024 -4.072 -1.051 -0.251
H 3.006 5.826 3.950 0.350
C -2.156 4.264 2.713 -0.852
H -4.033 -4.347 2.020 0.554
H 4.126 4.457 0.251 0.372
H 4.765 -0.743 -2.775 0.524
H -3.026 2.393 -1.598 0.331
H -0.948 3.526 -3.780 0.434
C -1.869 4.188 4.051 -0.329
N 4.347 -0.647 -4.812 -0.608
H 1.200 -4.942 0.573 0.463
C 2.731 5.210 3.098 -0.343
Cl 0.603 -1.243 0.105 0.036
H -1.352 2.844 5.668 0.446
C -4.036 -2.779 0.569 -0.612
H -1.276 0.869 4.165 0.350
N -2.344 0.685 -4.880 -0.540
H 1.990 -3.475 -1.228 0.476
C 3.395 -0.876 -5.720 -0.223
H 3.687 -1.800 1.569 0.494
C -0.576 -4.209 2.927 -0.583
C -1.511 2.952 4.605 -0.808
H 2.690 -2.945 4.425 0.444
C 2.270 3.619 0.975 -0.414
C -5.939 2.909 -0.243 -0.423
C -1.631 2.928 -4.367 -0.562
C 2.116 -1.323 -5.435 -0.513
N 6.498 -0.691 0.065 -0.577
C 0.823 -2.375 3.598 -0.382
C 6.029 0.459 -0.392 -0.542
Cl -0.687 1.243 -0.950 -0.199
H 5.921 -4.989 -0.739 0.404
N -4.626 2.992 -0.472 -0.400
C 3.199 -5.766 0.877 -0.349
H -3.927 -3.480 -0.247 0.427
H -0.298 0.573 1.252 -0.117
H -4.114 -1.026 -0.610 0.442
C 3.888 0.113 0.550 0.176
C 3.380 4.459 1.033 -0.359
H -1.853 5.048 4.710 0.392
N -1.961 1.889 2.502 0.111
C -2.676 3.425 -5.117 -0.227
H -2.321 3.159 0.902 0.392
C 5.648 -1.458 0.766 -0.481
H 0.763 -1.790 -3.822 0.503
N 0.280 -5.118 3.386 -0.533
H -4.166 0.487 1.491 0.554
H 6.026 -2.392 1.168 0.427
C -3.341 1.211 -5.614 -0.344
C 4.002 -0.825 -3.542 -0.486
H 2.887 0.489 0.722 0.386
N 3.600 5.236 2.101 -0.587
C -1.595 1.833 3.785 -0.125
H -2.775 4.499 -5.231 0.362
H -1.569 -0.417 0.416 -0.417
C 2.240 -4.973 0.281 -0.569
H 4.369 -3.495 -1.899 0.369
C -6.164 1.181 -1.871 -0.361
C -6.742 2.027 -0.948 -0.406
C -0.299 -2.853 2.940 0.248
H 3.671 -0.610 -6.735 0.367
C 1.450 -4.665 3.844 -0.434
C 2.735 -1.241 -3.137 0.227
H -4.416 3.019 -6.250 0.403
C -4.215 -0.596 1.523 -0.220
H -0.773 1.070 -3.654 0.592
H 2.229 -5.373 4.103 0.402
H -4.338 0.682 -2.901 0.520
C -4.121 -2.385 2.929 -0.543
C -1.530 1.548 -4.261 -0.127
H -4.144 -2.754 3.948 0.379
N 4.498 -5.776 0.572 -0.624
H -2.339 5.222 2.244 0.458
H 2.913 -6.472 1.652 0.464
C 4.746 0.950 -0.136 -0.465
H 2.528 -1.361 -2.083 0.430
H 0.463 3.030 2.059 0.226
```


Entry 3:
# C19H28NO2P2V

A molecular structure, C19H28NO2P2V (wB97M-V/def2-TZVPD, the OMol25 dataset).

Output
E_LUMO (alpha / beta), hartree: -0.27393 / -0.25778
HOMO (alpha / beta), eV: -13.74 / -13.90
Frontier orbital gap (alpha / beta), eV: 6.28 / 6.89
Multiplicity: 3
Net charge: +2

```
53
Properties=species:S:1:pos:R:3:mulliken_spin:R:1
C 1.343 0.874 -2.342 -0.023
H -3.813 -1.830 0.534 0.003
H -2.979 1.560 -2.178 -0.002
H 2.683 1.923 -3.553 0.000
H 4.333 -0.791 0.831 0.000
P 2.497 -1.183 -0.602 -0.007
H 1.738 -2.532 -0.607 0.001
H 2.383 1.220 -0.548 0.001
C 1.250 0.625 4.516 0.008
H -2.789 -3.052 -3.964 0.000
C -3.585 -1.549 -0.511 0.020
H 4.036 -2.930 -1.049 0.000
H -2.814 -0.075 -2.837 -0.007
H -2.997 -2.389 -0.925 -0.003
C -3.480 1.284 0.220 0.009
C -0.937 1.674 4.278 0.010
C 0.592 2.128 -4.240 0.002
C -0.990 1.857 5.655 -0.002
C 3.291 -1.076 1.014 -0.001
H 2.826 -2.715 -2.339 0.000
P -2.539 -0.057 -0.535 -0.060
C -0.719 1.744 -3.919 0.007
C 3.543 -2.189 -1.693 -0.002
H 0.855 2.799 -5.066 0.000
H -3.089 2.193 -0.262 -0.001
C 0.169 1.020 3.690 -0.010
C 1.184 0.821 5.894 -0.001
O 0.252 -2.604 -0.228 -0.029
H 3.233 -2.029 1.550 0.000
H -4.577 1.223 0.093 -0.001
H 3.363 0.582 -1.905 0.004
C 0.054 1.416 6.474 0.003
C -0.964 1.097 -2.703 -0.025
H 2.024 0.505 6.518 0.000
C 0.151 0.661 2.346 0.125
C 2.418 0.477 -1.363 0.011
C 1.625 1.697 -3.413 0.000
N 0.074 0.641 -1.975 -0.001
C 0.044 0.117 1.209 -0.170
H -0.007 -3.386 -0.799 0.008
H -4.542 -1.480 -1.051 0.000
H 2.784 -0.325 1.627 0.006
V -0.320 -0.611 -0.480 2.100
H -3.162 1.261 1.275 0.001
O -2.084 -2.901 -4.655 0.000
H -1.535 2.014 -4.588 0.000
C -2.330 0.673 -2.231 0.026
H 4.214 -1.535 -2.265 0.000
H -1.212 -2.886 -4.242 0.000
H 2.117 0.136 4.069 -0.001
H -0.006 1.556 7.556 0.000
H -1.856 2.354 6.087 0.000
H -1.754 1.992 3.634 -0.001
```